DFT (ωB97M-V with the def2-TZVPD basis set) results for a structure of composition C37H33BrN8O6SZr at a distorted geometry.

Structure (XYZ):
```
87
Properties=species:S:1:pos:R:3:forces:R:3
Zr 0.04274 -0.71641 1.61431 2.7252 -1.7668 -0.6871
O -4.24966 0.05509 5.93571 -0.2265 0.1759 0.2668
C -3.45746 -0.08621 4.88901 0.5360 -0.1777 -0.5990
C -3.41286 -1.26741 4.12221 0.1584 0.0270 -0.3946
C -2.51876 -1.33361 3.07311 -0.1326 -0.0480 0.0871
N -1.71366 -0.31451 2.77541 -0.9147 0.2697 0.5931
C -1.70926 0.79859 3.50731 0.0433 0.2153 0.2761
C -2.57616 0.96839 4.56781 -0.0460 -0.0363 -0.1996
C -0.52266 1.70009 3.10381 -1.5309 1.2919 1.4238
O -0.49376 2.87489 3.34481 0.0597 -0.4756 -0.1048
O 0.38974 0.99829 2.49871 0.6019 0.7695 0.0577
C -2.14866 -2.56641 2.25351 -1.3628 -0.6895 0.9453
O -2.74416 -3.61001 2.33041 0.1354 0.4314 -0.0226
O -1.05866 -2.36881 1.55301 -0.7469 -0.9206 -0.4111
H -4.82756 -0.70751 6.09171 0.1510 0.1015 -0.1257
H -4.04216 -2.11681 4.34551 -0.0226 -0.0993 0.0231
H -2.56426 1.87549 5.15321 0.0333 0.0406 0.0557
C 1.67284 7.70849 -9.32379 0.2738 0.0833 -0.1898
O 0.49654 7.39499 -8.60519 -0.3954 0.0353 0.0898
C 0.54584 6.51529 -7.60499 -0.0318 -0.4429 0.5260
C 1.69614 5.82729 -7.20209 0.0589 0.3450 -0.3800
C 1.65474 4.95169 -6.14169 -0.4899 -0.1741 0.3701
C 0.46424 4.71439 -5.44289 0.1967 0.5798 -0.7768
C -0.69296 5.39359 -5.86129 0.3036 -0.1743 0.1604
C -0.65356 6.27319 -6.91199 0.1791 0.1549 -0.2470
C 0.39574 3.82489 -4.31889 -0.1827 -0.4347 0.5878
N -0.71656 3.40729 -3.73259 -0.2825 0.3466 -0.4073
C -0.33596 2.60399 -2.72199 1.5607 -0.1302 0.1525
C 1.06854 2.51929 -2.67149 -1.2343 -0.1478 0.1537
N 1.50514 3.30279 -3.69449 -0.0651 0.1504 -0.2065
C 1.75314 1.79209 -1.68189 -0.0929 -0.4080 0.5122
C 3.15194 1.79969 -1.53109 -0.1229 -0.2183 0.3127
C 3.70764 1.14619 -0.46249 -0.2298 0.0883 -0.2015
C 2.87314 0.43219 0.40541 0.1490 0.0027 0.1450
N 1.56254 0.33059 0.24691 0.4975 0.7461 -0.4536
C 0.97414 1.03789 -0.75159 0.3798 0.4451 -0.6763
C -0.46586 1.05449 -0.83669 -0.1763 0.5464 -0.6192
N -1.17676 0.27859 0.02331 -0.2513 0.3888 -0.2656
C -2.50326 0.33049 -0.01119 -0.3854 -0.1255 -0.1280
C -3.21686 1.18599 -0.85209 0.2243 0.0229 -0.0660
C -2.52636 1.97419 -1.74469 0.0386 -0.2644 0.2073
C -1.12876 1.88769 -1.78369 0.2944 -0.3912 0.3827
H 1.37884 8.46039 -10.05049 0.0340 -0.0407 0.0042
H 2.06544 6.83329 -9.84559 -0.0197 -0.0127 0.0117
H 2.44224 8.12489 -8.67069 -0.0189 -0.0144 0.0454
H 2.62924 5.98079 -7.71749 0.1071 0.0209 -0.0677
H 2.56894 4.44149 -5.87569 0.1190 -0.0752 0.0237
H -1.60996 5.22049 -5.32199 -0.1438 0.0112 0.0054
H -1.53716 6.80589 -7.22229 -0.1295 0.0673 -0.0485
H 2.45804 3.48559 -3.95769 -0.0234 0.0519 0.0079
H 3.76564 2.34129 -2.23479 0.1094 0.0642 0.0017
H 4.76834 1.18029 -0.27689 0.0981 -0.0518 0.0460
H 3.31684 -0.05591 1.26561 -0.1356 -0.0013 -0.1006
H -3.04416 -0.35161 0.64091 0.1544 0.2275 -0.0474
H -4.29206 1.21849 -0.78729 -0.0958 -0.0592 -0.0235
H -3.01986 2.65169 -2.42499 -0.0927 0.0316 -0.0609
C -1.75386 -4.58081 6.37481 0.2251 -0.0652 0.0504
C -0.24246 -4.60481 6.58951 -0.4259 -0.3770 0.0236
N 0.39514 -3.48801 5.90431 0.2475 0.2204 0.0107
C 0.32354 -3.17541 4.61001 0.0168 -0.0782 -0.6422
S 0.55834 -1.51551 4.21831 0.2564 0.5767 0.3171
N 0.10004 -4.04391 3.62191 -0.1678 0.1610 0.2077
C 0.27384 -5.48931 3.61831 0.2472 -0.3376 0.2387
C 1.74664 -5.86271 3.75741 -0.2204 -0.0283 0.0595
H -2.22066 -5.42171 6.88021 -0.0509 -0.0768 0.0227
H -1.99976 -4.62971 5.31511 -0.0892 -0.0143 -0.0688
H -2.16226 -3.66171 6.79131 -0.0846 0.0558 -0.0087
H 0.19554 -5.55311 6.27161 0.0116 0.1054 0.1067
H -0.03206 -4.49111 7.65241 0.1675 0.0068 -0.1022
H 0.60534 -2.69061 6.49281 0.0202 -0.0988 -0.1808
H -0.02026 -3.62681 2.70551 0.0433 -0.0717 0.3465
H -0.12686 -5.86421 2.67641 -0.1017 0.1213 0.0679
H -0.31056 -5.93831 4.42041 -0.0486 -0.0372 -0.1587
H 2.32314 -5.55121 2.88851 0.0001 0.0274 -0.0499
H 1.84244 -6.93941 3.86451 0.0760 -0.1007 0.0172
H 2.17284 -5.38431 4.63721 0.0969 -0.0340 0.0929
Br 2.36324 -2.59721 1.67751 -0.1619 -0.2760 -0.5024
C 1.63604 -2.97471 -0.06539 0.2667 0.1342 -0.1144
C 2.14784 -3.99511 -0.84159 -0.0829 0.1673 0.0725
C 1.64384 -4.10961 -2.12939 -0.0607 0.1814 0.1048
C 0.65554 -3.23031 -2.54799 0.0446 -0.0635 0.1785
C 0.18884 -2.27421 -1.65899 -0.0495 0.0622 -0.2747
N 0.68584 -2.12571 -0.42859 0.2564 -0.4430 0.2187
H 2.91654 -4.65171 -0.47029 0.1071 -0.0315 0.0560
H 2.04194 -4.85901 -2.79519 -0.0303 -0.1096 -0.0678
H 0.25384 -3.29451 -3.54709 -0.0907 0.0581 -0.0250
H -0.58976 -1.58221 -1.95099 -0.0581 0.0130 0.0388
```
Positions in Å, forces in eV/Å.

## Properties
LUMO   -5.9 eV
Relative energy (zero: lowest compared OMol25 entry of this formula, charge and spin)   80.7 kJ/mol
Kohn-Sham gap   5.86 eV
Total charge   +2
Molecular weight   888.916 g/mol

=====

DFT (ωB97M-V with the def2-TZVPD basis set) results for a structure of composition C37H33Cl5N5P2S3V.

Structure (XYZ):
```
86
Properties=species:S:1:pos:R:3:forces:R:3
V 0.30191 0.14428 0.10909 0.3488 0.0829 0.1848
Cl 2.57805 -0.49179 0.88609 0.1023 -0.0710 0.1758
C 1.49227 -0.73992 2.26364 0.1615 -0.1627 0.1944
C 0.16705 -0.62064 1.91713 0.1366 0.1121 -0.1180
C -0.79160 -0.82581 2.89698 -0.0378 -0.0804 0.0559
Cl -2.44271 -0.67702 2.45831 -0.0703 0.0353 0.0739
C -0.40374 -1.17326 4.18913 0.0612 -0.0166 -0.0019
Cl -1.57922 -1.46490 5.38889 0.0443 0.0189 -0.0588
C 0.97049 -1.28667 4.50642 0.0364 0.0223 -0.1219
Cl 1.45005 -1.70755 6.07839 -0.0368 0.0139 -0.0504
C 1.95676 -1.06040 3.52911 -0.1745 -0.0117 -0.0750
Cl 3.62306 -1.19205 3.85721 -0.0588 0.0108 -0.0337
N -0.88858 -1.86558 -1.89888 -0.0272 -0.0689 -0.1866
P 0.24782 -2.20137 -0.71983 -0.1077 -0.2431 -0.2503
C 1.64708 -3.04745 -1.45621 -0.0241 -0.0426 0.1036
C 2.80382 -2.38439 -1.86565 -0.0032 0.1090 -0.0820
C 3.80612 -3.07842 -2.52121 -0.0133 -0.0105 0.0056
C 3.65551 -4.43623 -2.77608 0.0277 0.0586 0.0010
C 2.50567 -5.10124 -2.37928 -0.0577 -0.0027 0.0400
C 1.50249 -4.41645 -1.71218 0.0293 0.0490 0.0526
C -0.47496 -3.29170 0.49525 -0.0131 -0.0524 -0.1603
C -1.85426 -3.47735 0.54112 0.0229 0.0707 -0.0259
C -2.39848 -4.30222 1.51337 -0.0212 -0.0071 0.0313
C -1.57413 -4.91655 2.44134 0.0470 0.0027 0.0063
C -0.19522 -4.72302 2.39982 -0.0583 0.0017 0.0132
C 0.35873 -3.91574 1.42632 0.0503 -0.0201 0.0098
P -1.20460 -0.19930 -1.93345 0.0371 -0.4063 0.0677
C -0.61362 0.33202 -3.53913 -0.0216 0.0512 0.0722
C -1.36129 1.19344 -4.34361 -0.0022 0.0086 0.0667
C -0.90736 1.50839 -5.61124 -0.0051 0.0055 0.0249
C 0.30149 1.00124 -6.06748 0.0388 -0.0272 0.0123
C 1.06012 0.16307 -5.26159 -0.0214 0.0329 0.0005
C 0.60270 -0.17858 -4.00126 0.0118 -0.0330 0.0210
C -2.97414 -0.01862 -1.81305 0.0020 0.0791 -0.0224
C -3.55252 0.47150 -0.64843 0.0641 0.0359 0.0398
C -4.92931 0.47123 -0.51005 -0.0392 -0.0563 -0.0752
C -5.72530 -0.01753 -1.53785 0.0467 0.0182 0.0576
C -5.14932 -0.50320 -2.70470 -0.0510 0.0233 0.0003
C -3.77384 -0.50768 -2.84936 0.0719 0.0008 0.0233
H -1.18864 -2.52178 -2.61789 -0.0135 0.0655 0.1363
H 2.93017 -1.32109 -1.68948 -0.0131 -0.0373 -0.0104
H 4.70549 -2.56585 -2.83042 0.0347 0.0183 -0.0111
H 4.44078 -4.97837 -3.28270 0.0389 -0.0157 -0.0279
H 2.39306 -6.15720 -2.57911 -0.0113 -0.0293 0.0003
H 0.61930 -4.94961 -1.38517 -0.0377 -0.0114 0.0147
H -2.50172 -2.98574 -0.17367 -0.0081 0.0084 -0.0340
H -3.46561 -4.46426 1.54458 -0.0621 -0.0159 0.0006
H -2.00082 -5.56100 3.19516 -0.0322 -0.0456 0.0604
H 0.44195 -5.22054 3.11489 0.0559 -0.0472 0.0627
H 1.43419 -3.79366 1.37529 0.0512 0.0014 -0.0115
H -2.29477 1.60120 -3.98160 -0.0276 -0.0111 0.0024
H -1.49752 2.14684 -6.25105 -0.0492 0.0477 -0.0461
H 0.64904 1.25287 -7.05866 0.0258 0.0132 -0.0563
H 1.99589 -0.23630 -5.62209 0.0616 -0.0301 -0.0311
H 1.18337 -0.86928 -3.40041 -0.0274 -0.0036 -0.0038
H -2.91998 0.85608 0.14251 -0.0353 -0.0630 -0.0835
H -5.38487 0.84962 0.39298 -0.0456 0.0371 0.0738
H -6.79972 -0.02008 -1.43114 -0.0787 -0.0022 0.0120
H -5.77326 -0.87785 -3.50253 -0.0392 -0.0275 -0.0392
H -3.33341 -0.88953 -3.76203 0.0279 -0.0064 -0.0309
C -2.72779 4.46204 2.14649 -0.1104 0.0389 0.0646
C -2.28244 3.01519 2.00100 -0.0265 -0.1497 0.1078
C -0.92742 2.89444 1.40153 -0.2649 -0.0398 0.1651
N -0.44134 1.86005 0.80801 -0.1049 0.5340 0.2896
N 0.83440 2.03378 0.33330 0.1005 0.0615 -0.1041
C 1.32808 3.23278 0.59379 0.2667 0.0096 -0.1360
N 2.54447 3.63071 0.24630 -0.0816 -0.0025 -0.0093
S 0.19331 4.21968 1.44595 0.0138 -0.2185 -0.0326
H -3.75694 4.49173 2.49601 -0.0112 0.0393 0.0243
H -2.68266 4.98338 1.19186 -0.0117 0.0313 -0.0508
H -2.12521 4.99741 2.88060 0.0363 0.0375 0.0338
H -2.97303 2.45472 1.36813 0.0307 0.0430 0.0225
H -2.26194 2.51372 2.97726 -0.0245 0.0408 -0.0985
H 3.14406 3.03188 -0.29931 -0.0097 0.0078 0.0109
H 2.85855 4.57484 0.41191 -0.0161 -0.0382 0.0135
S -1.30504 3.26101 -1.67965 0.0014 0.1523 -0.2189
C -2.69177 4.03892 -2.20099 0.0453 -0.0158 -0.1212
N -2.79478 4.75087 -3.31266 0.1214 -0.0217 0.2076
C -4.12177 5.22197 -3.68842 -0.1851 0.0005 -0.1344
C -4.91494 5.28782 -2.38627 -0.0370 0.0952 -0.0073
S -4.20201 3.97650 -1.34069 0.0276 0.0180 -0.1306
H -1.98311 4.88415 -3.89930 -0.0227 -0.0381 0.0108
H -4.57169 4.51223 -4.39193 0.0224 0.0958 0.0675
H -4.04942 6.19684 -4.16802 -0.0449 -0.0262 0.0198
H -5.97305 5.09778 -2.54093 -0.0069 0.0172 -0.0038
H -4.78685 6.24245 -1.87620 -0.0192 -0.0482 -0.0399
```
Positions in Å, forces in eV/Å.

## Properties
LUMO (alpha / beta)   -10.3 / -9.6 eV
Relative energy (zero: lowest compared OMol25 entry of this formula, charge and spin)   131.8 kJ/mol
2S+1   2
Kohn-Sham gap (alpha / beta)   5.15 / 5.82 eV
Total charge   +3
Molecular weight   934.064 g/mol